1.
13
Properties=species:S:1:pos:R:3 method="wB97M-V/def2-TZVPD" homo_ev=-4.04 gap_ev=6.78 spin_multiplicity=1 relative_energy_ev=0.0000 total_charge=-1
O 1.86441 1.15141 -1.27155
S 1.19472 1.21327 0.00055
O 2.15587 1.20296 1.06733
O 0.33463 2.61235 0.09604
C -0.04472 -0.04147 0.00603
C 0.26048 -1.40010 -0.02263
I 2.18956 -1.99200 0.04261
C -0.94492 -2.06696 -0.14727
O -1.96121 -1.16976 -0.11283
C -1.38933 0.15594 -0.05229
O -2.04276 1.21939 -0.04359
H -0.46303 2.21616 0.12908
H -1.15370 -3.10121 0.30850


2.
10
Properties=species:S:1:pos:R:3 method="wB97M-V/def2-TZVPD" homo_ev="-14.35 / -14.36" gap_ev="4.56 / 4.57" spin_multiplicity=1 relative_energy_ev=0.0000 total_charge=+2
C 0.90991 -0.34640 -0.88477
C 0.37111 -0.68856 0.25824
O 1.35376 -0.06701 -1.93653
Li 2.21273 1.07093 -3.19235
H 0.88755 -1.42999 0.88289
C -0.29813 0.86797 1.18401
C -1.61980 0.85942 1.36700
O -2.42583 -0.10338 0.94566
Lu -1.84495 -1.76851 -0.06968
H 0.45364 1.60552 1.44553


3.
10
Properties=species:S:1:pos:R:3 method="wB97M-V/def2-TZVPD" homo_ev="-6.56 / -7.17" gap_ev="5.53 / 6.22" spin_multiplicity=7 total_charge=0
H -0.06860 -2.57806 -1.77545
O 1.54233 -1.72877 -0.82327
C 0.28266 -1.80841 -1.06561
C -0.62388 -0.92988 -0.49315
C -0.88352 0.01775 0.39136
Li 1.57023 -0.14383 0.27990
O -0.39216 2.29674 1.43439
C -0.09002 1.73430 0.30628
Mn -1.22978 0.73353 2.33040
H -0.10725 2.40662 -0.58484


4.
10
Properties=species:S:1:pos:R:3 method="wB97M-V/def2-TZVPD" homo_ev="-11.28 / -11.35" gap_ev="6.60 / 6.43" spin_multiplicity=6 relative_energy_ev=0.0000 total_charge=+1
C 2.74136 0.44171 0.16474
C 1.82871 0.07355 0.98642
O 3.61037 0.68838 -0.61230
Li 4.24348 1.43960 -2.18157
H 2.07547 -0.08102 2.04106
C -3.81207 1.00445 -0.25607
C -2.87287 0.26027 -0.02199
O -1.82649 -0.40118 0.20757
Mn -0.04350 -0.39725 0.37303
H -4.62066 1.64684 -0.54539


5.
8
Properties=species:S:1:pos:R:3 method="wB97M-V/def2-TZVPD" homo_ev=-10.90 gap_ev=9.68 spin_multiplicity=1 relative_energy_ev=0.6259 total_charge=0
N -3.00964 0.10202 -0.02051
C -1.88194 -0.21233 0.06860
C -0.41658 -0.44838 -0.03919
C 0.49004 0.52925 0.02157
C 1.82493 0.09328 0.12950
N 2.98776 -0.21897 -0.05770
H -0.19945 -1.48979 0.02368
H 0.20488 1.64492 -0.12595


6.
8
Properties=species:S:1:pos:R:3 method="wB97M-V/def2-TZVPD" homo_ev="-8.42 / -8.42" gap_ev="7.45 / 7.45" spin_multiplicity=1 relative_energy_ev=7.4113 total_charge=0
C -1.89017 -0.15763 0.14677
C 1.76413 -0.04790 0.10770
C 1.21684 -1.23401 -0.00260
C 0.02489 1.30706 -0.03934
N -1.04759 0.66928 -0.01608
N 1.26731 1.31252 0.05860
H -2.97690 -0.04518 0.44271
H 2.84704 -0.26977 0.43254


| no. | electronic energy (hartree) |
| --- | --- |
| 1 | -1225.733998 |
| 2 | -1546.356331 |
| 3 | -1462.427373 |
| 4 | -1462.304080 |
| 5 | -263.062090 |
| 6 | -262.812731 |